[1]
C30H61FNO7 | ωB97M-V/def2-TZVPD

Positions of all 100 atoms, in Å:
1 C 3.472 2.574 -2.029
2 O 3.301 3.273 -3.242
3 C 2.164 2.893 -4.021
4 C 1.174 4.046 -4.132
5 C 0.177 4.114 -2.975
6 C -0.722 2.877 -2.815
7 C -2.206 3.122 -3.127
8 N -2.719 1.857 -3.528
9 F -4.228 2.164 -3.567
10 H 4.178 1.740 -2.148
11 H 2.523 2.172 -1.659
12 H 3.870 3.257 -1.274
13 H 1.690 2.030 -3.544
14 H 2.517 2.571 -5.007
15 H 0.644 4.017 -5.089
16 H 1.782 4.958 -4.140
17 H -0.460 4.991 -3.134
18 H 0.741 4.309 -2.053
19 H -0.405 2.058 -3.470
20 H -0.665 2.528 -1.786
21 H -2.710 3.509 -2.209
22 H -2.295 3.946 -3.879
23 C 0.060 8.901 -5.990
24 C -1.188 8.897 -5.106
25 C -1.504 7.406 -5.034
26 O -0.249 6.737 -5.113
27 C 0.773 7.642 -5.506
28 H 0.670 9.797 -5.884
29 H -0.222 8.798 -7.040
30 H -0.948 9.283 -4.113
31 H -2.014 9.481 -5.511
32 H -2.135 7.092 -5.872
33 H -1.997 7.108 -4.108
34 H 1.417 7.860 -4.645
35 H 1.384 7.167 -6.276
36 C -0.856 -1.384 0.406
37 C -2.102 -0.726 -0.183
38 C -1.773 0.750 -0.045
39 O -0.343 0.850 -0.156
40 C 0.238 -0.449 -0.091
41 H -0.714 -2.417 0.090
42 H -0.901 -1.365 1.498
43 H -2.208 -0.979 -1.240
44 H -3.019 -0.998 0.338
45 H -2.072 1.135 0.938
46 H -2.227 1.354 -0.833
47 H 0.580 -0.739 -1.092
48 H 1.109 -0.417 0.572
49 C 1.495 2.999 2.497
50 C 2.661 3.650 3.239
51 C 3.804 2.701 2.896
52 O 3.523 2.184 1.602
53 C 2.174 2.512 1.227
54 H 0.671 3.679 2.289
55 H 1.103 2.153 3.067
56 H 2.859 4.644 2.831
57 H 2.503 3.745 4.313
58 H 3.854 1.874 3.616
59 H 4.779 3.193 2.875
60 H 2.196 3.297 0.465
61 H 1.693 1.638 0.798
62 C -1.446 -7.197 0.626
63 C -0.047 -6.838 0.125
64 C -0.292 -5.475 -0.511
65 O -1.340 -4.870 0.247
66 C -1.950 -5.837 1.097
67 H -1.444 -7.939 1.424
68 H -2.064 -7.570 -0.193
69 H 0.638 -6.753 0.969
70 H 0.364 -7.561 -0.580
71 H -0.611 -5.567 -1.555
72 H 0.580 -4.821 -0.476
73 H -1.649 -5.649 2.134
74 H -3.034 -5.728 1.026
75 C 3.329 -8.273 4.501
76 C 3.619 -6.773 4.534
77 C 2.923 -6.301 3.264
78 O 1.804 -7.171 3.080
79 C 1.908 -8.295 3.952
80 H 3.409 -8.756 5.474
81 H 4.011 -8.775 3.811
82 H 3.156 -6.318 5.412
83 H 4.681 -6.533 4.543
84 H 3.586 -6.381 2.396
85 H 2.559 -5.275 3.326
86 H 1.172 -8.197 4.757
87 H 1.679 -9.198 3.383
88 C -4.879 -2.557 4.174
89 C -3.478 -3.040 4.546
90 C -2.661 -2.545 3.358
91 O -3.296 -1.348 2.914
92 C -4.573 -1.209 3.530
93 H -5.555 -2.473 5.024
94 H -5.329 -3.232 3.442
95 H -3.144 -2.557 5.467
96 H -3.407 -4.120 4.681
97 H -2.660 -3.275 2.541
98 H -1.625 -2.318 3.611
99 H -4.530 -0.412 4.282
100 H -5.296 -0.922 2.767

As for the net charge: -1. The value obtained for the calculated total energy is -50633.862 eV.

[2]
C30H61N6O9P | ωB97M-V/def2-TZVPD

Positions of all 107 atoms, in Å:
1 C 1.925 -1.234 2.356
2 C 1.084 -1.943 1.131
3 C -0.090 -3.002 1.678
4 O -1.413 -2.652 1.138
5 N -2.058 -3.766 0.663
6 C -2.217 -3.305 -0.801
7 O -1.957 -4.000 -1.926
8 C -2.826 -1.802 -0.570
9 C -2.698 -0.400 -1.408
10 C -3.478 0.919 -0.738
11 C -4.331 0.791 0.695
12 P -5.170 2.394 1.401
13 N -3.989 3.380 2.002
14 C -4.448 -0.662 1.516
15 C -5.288 -0.871 2.912
16 C -6.500 -1.966 2.595
17 C -8.002 -1.411 2.953
18 O -8.847 -1.056 1.946
19 O -8.450 -1.303 4.358
20 C -3.652 -1.924 0.840
21 C -3.442 -3.485 1.286
22 O -4.236 -4.311 1.978
23 H 2.980 -1.769 2.465
24 H 1.358 -1.256 3.380
25 H 2.180 -0.103 2.089
26 H 1.836 -2.561 0.466
27 H 0.646 -1.086 0.458
28 H -0.148 -2.792 2.852
29 H 0.240 -4.095 1.419
30 H -2.087 -0.365 -2.405
31 H -3.353 1.939 -1.327
32 H -6.046 2.106 2.512
33 H -5.934 3.073 0.387
34 H -4.169 3.527 3.040
35 H -4.556 -1.418 3.676
36 H -5.699 0.130 3.387
37 H -6.483 -2.138 1.415
38 H -6.291 -3.029 3.064
39 H -8.682 -0.323 4.464
40 C 0.895 0.020 -2.815
41 C 1.332 0.988 -1.718
42 C 1.913 2.314 -2.263
43 O 3.253 2.210 -2.753
44 C 3.354 1.731 -4.085
45 N 2.285 0.306 -0.831
46 H 1.740 -0.469 -3.307
47 H 0.269 -0.775 -2.393
48 H 0.305 0.535 -3.581
49 H 0.438 1.238 -1.135
50 H 1.960 3.027 -1.431
51 H 1.256 2.763 -3.017
52 H 2.524 2.071 -4.713
53 H 3.412 0.641 -4.087
54 H 4.287 2.109 -4.511
55 H 2.504 0.926 -0.050
56 H 3.172 0.234 -1.337
57 C 1.964 7.096 -3.108
58 C 2.383 7.852 -1.849
59 C 3.838 7.560 -1.413
60 O 4.014 6.301 -0.758
61 C 4.160 5.197 -1.639
62 N 1.428 7.553 -0.772
63 H 1.771 6.037 -2.920
64 H 1.038 7.520 -3.514
65 H 2.732 7.172 -3.885
66 H 2.319 8.921 -2.079
67 H 4.125 8.318 -0.673
68 H 4.540 7.666 -2.249
69 H 4.701 5.465 -2.552
70 H 3.180 4.781 -1.882
71 H 4.725 4.420 -1.117
72 H 1.661 8.129 0.038
73 H 1.619 6.599 -0.453
74 C 4.712 -4.227 -6.457
75 C 4.172 -2.850 -6.839
76 C 4.141 -1.853 -5.656
77 O 3.062 -2.062 -4.741
78 C 3.306 -3.062 -3.764
79 N 2.842 -3.010 -7.445
80 H 3.993 -4.818 -5.884
81 H 4.951 -4.804 -7.358
82 H 5.630 -4.138 -5.867
83 H 4.848 -2.438 -7.596
84 H 3.985 -0.849 -6.069
85 H 5.101 -1.824 -5.127
86 H 4.355 -3.088 -3.451
87 H 2.996 -4.038 -4.142
88 H 2.690 -2.838 -2.889
89 H 2.526 -2.098 -7.778
90 H 2.188 -3.229 -6.688
91 C -3.138 -2.590 7.203
92 C -2.277 -2.974 6.001
93 C -0.861 -3.459 6.390
94 O 0.042 -2.409 6.746
95 C -0.070 -1.968 8.091
96 N -2.222 -1.838 5.070
97 H -2.851 -1.629 7.638
98 H -4.189 -2.501 6.904
99 H -3.080 -3.351 7.987
100 H -2.782 -3.807 5.498
101 H -0.418 -3.941 5.510
102 H -0.897 -4.224 7.175
103 H -0.318 -2.786 8.775
104 H -0.812 -1.171 8.162
105 H 0.893 -1.547 8.390
106 H -1.721 -2.130 4.230
107 H -1.603 -1.135 5.487

The value obtained for the calculated total energy is -68736.034 eV. The SMILES is CCCON1C(=O)c2ccc([PH2]=N)c(CCC(=O)O)c2C1=O.COC[C@@H](C)N.COC[C@@H](C)N.COC[C@@H](C)N.COC[C@@H](C)N.

[3]
C30H62Cl6F12N2O18S4Zn | ωB97M-V/def2-TZVPD

Positions of all 135 atoms, in Å:
1 Zn 4.380 -28.162 -4.048
2 C 5.958 -29.665 -0.320
3 F 6.231 -28.514 0.265
4 F 6.680 -30.634 0.185
5 F 4.671 -29.931 -0.125
6 S 6.379 -29.516 -2.196
7 O 6.770 -28.147 -2.410
8 O 7.386 -30.521 -2.436
9 N 4.887 -29.740 -3.030
10 S 4.670 -31.380 -3.036
11 O 5.135 -31.981 -4.268
12 O 4.996 -32.126 -1.852
13 C 2.765 -31.439 -3.096
14 F 2.387 -32.594 -2.555
15 F 2.205 -30.442 -2.416
16 F 2.289 -31.424 -4.336
17 C 4.100 -25.774 -7.251
18 F 2.867 -26.140 -6.912
19 F 4.613 -26.766 -7.951
20 F 4.065 -24.705 -8.011
21 S 5.084 -25.377 -5.685
22 O 6.163 -24.500 -6.036
23 O 4.105 -24.853 -4.763
24 N 5.497 -26.969 -5.139
25 S 6.992 -27.230 -5.701
26 O 7.365 -28.592 -5.417
27 O 7.132 -26.837 -7.069
28 C 8.233 -26.136 -4.694
29 F 7.626 -25.213 -3.965
30 F 8.840 -26.955 -3.853
31 F 9.142 -25.622 -5.480
32 C 1.979 -36.547 -2.695
33 O 3.373 -36.525 -2.980
34 C 4.050 -35.951 -1.875
35 C 5.530 -35.822 -2.131
36 O 5.698 -34.808 -3.107
37 C 6.991 -34.730 -3.617
38 H 1.475 -37.100 -3.485
39 H 1.596 -35.523 -2.684
40 H 1.804 -37.055 -1.744
41 H 3.916 -36.524 -0.949
42 H 3.621 -34.958 -1.700
43 H 5.981 -36.775 -2.419
44 H 6.008 -35.440 -1.223
45 H 7.100 -33.880 -4.289
46 H 7.289 -35.607 -4.214
47 H 7.744 -34.658 -2.819
48 C -2.895 -27.975 -9.002
49 O -2.654 -28.938 -8.001
50 C -1.357 -29.477 -8.080
51 C -1.147 -30.621 -7.134
52 O -1.156 -30.150 -5.795
53 C -1.223 -31.155 -4.805
54 H -3.826 -27.451 -8.805
55 H -2.830 -28.460 -9.978
56 H -2.133 -27.182 -8.961
57 H -0.663 -28.678 -7.783
58 H -1.126 -29.792 -9.104
59 H -0.142 -31.037 -7.310
60 H -1.808 -31.482 -7.272
61 H -2.178 -31.690 -4.772
62 H -1.178 -30.580 -3.880
63 H -0.447 -31.919 -4.905
64 C 3.810 -36.174 2.953
65 O 3.916 -34.772 3.052
66 C 4.941 -34.254 2.238
67 C 4.734 -32.769 1.968
68 O 3.827 -32.417 0.933
69 C 2.645 -33.195 0.871
70 H 3.070 -36.500 3.679
71 H 4.733 -36.699 3.234
72 H 3.613 -36.445 1.911
73 H 4.874 -34.729 1.248
74 H 5.927 -34.417 2.682
75 H 5.663 -32.223 1.830
76 H 4.251 -32.297 2.840
77 H 1.933 -32.756 0.180
78 H 2.228 -33.195 1.888
79 H 2.851 -34.241 0.634
80 C 1.624 -26.659 -4.099
81 O 2.422 -27.757 -4.498
82 C 1.669 -28.737 -5.232
83 C 2.650 -29.345 -6.237
84 O 3.972 -29.446 -5.726
85 C 4.790 -30.087 -6.698
86 H 1.378 -25.995 -4.932
87 H 2.087 -26.034 -3.343
88 H 0.667 -26.991 -3.683
89 H 0.846 -28.250 -5.752
90 H 1.251 -29.489 -4.562
91 H 2.617 -28.664 -7.091
92 H 2.246 -30.315 -6.534
93 H 5.834 -30.032 -6.403
94 H 4.709 -29.606 -7.678
95 H 4.520 -31.135 -6.837
96 C 3.312 -27.475 -1.442
97 O 4.274 -26.908 -2.368
98 C 4.679 -25.590 -1.954
99 C 5.043 -25.424 -0.481
100 O 3.828 -25.369 0.256
101 C 4.107 -25.252 1.640
102 H 3.795 -27.752 -0.515
103 H 2.893 -28.352 -1.932
104 H 2.457 -26.811 -1.331
105 H 3.851 -24.913 -2.180
106 H 5.474 -25.311 -2.635
107 H 5.621 -24.514 -0.312
108 H 5.655 -26.278 -0.177
109 H 3.190 -24.959 2.153
110 H 4.784 -24.407 1.809
111 H 4.515 -26.169 2.071
112 Cl 4.294 -29.184 3.730
113 C 2.543 -28.843 3.553
114 C 2.068 -29.525 2.282
115 Cl 0.296 -29.307 1.995
116 H 2.467 -27.761 3.495
117 H 2.004 -29.186 4.433
118 H 2.279 -30.588 2.328
119 H 2.597 -29.036 1.468
120 Cl 4.241 -36.013 -7.629
121 C 4.418 -35.161 -6.054
122 C 3.176 -34.397 -5.694
123 Cl 2.739 -33.179 -6.880
124 H 5.297 -34.537 -6.190
125 H 4.612 -35.921 -5.304
126 H 3.431 -33.948 -4.732
127 H 2.335 -35.076 -5.573
128 Cl 9.987 -29.680 -0.030
129 C 10.268 -30.954 -1.238
130 C 9.624 -32.269 -0.891
131 Cl 10.414 -33.058 0.493
132 H 11.333 -31.063 -1.440
133 H 9.837 -30.581 -2.167
134 H 9.592 -32.930 -1.753
135 H 8.592 -32.045 -0.621

The value obtained for the calculated total energy is -271447.986 eV.

| no. | lowest unoccupied orbital energy (Eh) | frontier orbital gap (eV) |
| --- | --- | --- |
| 1 | 0.07115 | 3.473 |
| 2 | -0.05094 | 7.139 |
| 3 | 0.00358 | 9.790 |